No. 1
{"formula": "C7H9N", "method": "ωB97M-V/def2-TZVPD", "homo_lumo_gap_ev": 9.60, "e_homo_ha": -0.3219, "e_tot_ev": -8889.44912, "lumo_ev": 0.841, "total_charge": 0, "elements": ["C", "C", "C", "C", "C", "C", "C", "H", "H", "H", "H", "H", "H", "H", "H", "H", "N"], "coordinates": [[-2.2571, -1.2236, 0.0407], [-1.2426, -0.3540, 0.0216], [-1.3784, 1.1630, -0.1281], [-0.1557, 1.7683, 0.1096], [0.8170, 0.6173, 0.3481], [1.5241, -1.2640, 0.0816], [0.1382, -0.5771, -0.1953], [-2.0694, -2.2316, 0.1816], [-3.3164, -1.0126, 0.1639], [-2.4242, 1.5706, -0.4125], [0.0833, 2.8625, -0.2309], [1.0937, 0.6155, 1.4211], [3.0228, 0.5017, 0.2126], [2.2093, -1.9694, -0.5525], [1.7118, -1.3931, 1.1699], [0.2944, -0.3471, -1.1288], [2.1031, 0.0892, -0.3562]]}


No. 2
{"formula": "C2H5N3OS", "method": "ωB97M-V/def2-TZVPD", "homo_lumo_gap_ev": [5.04, 7.29], "e_homo_ha": [-0.1554, -0.3680], "e_tot_ev": -19501.43961, "spin_multiplicity": 3, "lumo_ev": [0.808, -2.727], "total_charge": 0, "elements": ["C", "C", "N", "N", "N", "O", "S", "H", "H", "H", "H", "H"], "coordinates": [[-1.7895, -0.3054, -0.0136], [0.1736, -0.1704, 1.2876], [-1.1437, 0.1511, 0.8980], [1.2134, 1.1165, -0.7963], [-2.3843, -0.5246, -1.0390], [2.4020, -0.9536, 0.0214], [1.0569, -0.5288, -0.3282], [0.2210, -1.0776, 1.8987], [0.6434, 0.6631, 1.8053], [2.1911, 1.3318, -0.9634], [0.6439, 1.3445, -1.5998], [-3.2278, -1.0467, -1.1707]]}